No. 1
The following is a DFT calculation (ωB97M-V/def2-TZVPD) of a 2-piece molecular cluster, C17H35N3O4P2 overall in a non-equilibrium geometry.

Properties
SMILES string	CCCC[C@](C#N)(CCCN)[C@H](C#N)P(C)CC.COP(=O)(OC)OC
gap between HOMO and LUMO	8.536	eV

The geometry in XYZ format:
```
61
Properties=species:S:1:pos:R:3:lowdin_charge:R:1
C -1.307 -1.732 3.990 -0.103
C -1.689 -0.443 3.264 -0.253
C -3.030 -0.536 2.504 -0.186
C -3.077 -1.608 1.405 -0.133
C -2.984 -1.124 -0.051 -0.394
C -3.992 -0.037 -0.178 -0.224
N -4.815 0.764 -0.209 0.202
C -3.333 -2.142 -1.164 -0.156
C -3.346 -3.643 -0.841 -0.172
C -2.157 -4.266 -0.093 -0.308
N -1.605 -5.384 -0.865 -0.006
C -1.596 -0.382 -0.275 -0.345
C -1.744 0.720 -1.226 -0.283
N -1.884 1.627 -1.918 0.194
P -0.229 -1.464 -0.977 0.988
C 0.885 -0.372 -1.938 -0.284
C 0.767 -2.032 0.470 -0.403
C 1.737 -0.962 1.035 -0.151
H -0.872 -2.471 3.316 0.052
H -0.505 -1.491 4.692 0.073
H -2.129 -2.148 4.569 0.079
H -1.851 0.320 4.029 0.108
H -0.879 -0.061 2.639 0.086
H -3.299 0.474 2.194 0.110
H -3.756 -0.818 3.269 0.114
H -3.997 -2.184 1.511 0.132
H -2.272 -2.313 1.609 0.085
H -2.723 -1.974 -2.051 0.094
H -4.340 -1.904 -1.510 0.117
H -4.265 -3.903 -0.315 0.108
H -3.418 -4.168 -1.795 0.109
H -1.390 -3.563 0.230 0.038
H -2.548 -4.718 0.824 0.109
H -1.352 -5.057 -1.789 0.060
H -0.801 -5.775 -0.394 0.060
H -1.253 0.081 0.651 0.103
H 1.730 -0.953 -2.303 0.048
H 1.291 0.428 -1.312 0.030
H 0.351 0.108 -2.752 0.028
H 1.367 -2.898 0.195 0.074
H 0.093 -2.309 1.281 0.037
H 1.269 0.021 0.975 0.058
H 2.653 -0.894 0.451 0.067
H 2.006 -1.212 2.060 0.068
C 4.735 6.040 -2.379 -0.101
O 4.500 5.429 -1.093 -0.242
P 3.435 4.160 -1.023 0.486
O 2.540 4.539 0.094 -0.245
O 4.536 3.052 -0.631 -0.249
C 5.554 3.347 0.318 -0.108
O 2.633 3.042 -1.880 -0.230
C 1.362 3.431 -2.437 -0.100
H 5.448 6.848 -2.240 0.086
H 5.155 5.317 -3.083 0.088
H 3.809 6.452 -2.783 0.084
H 5.173 3.938 1.150 0.091
H 6.380 3.868 -0.166 0.082
H 5.923 2.396 0.698 0.087
H 1.435 4.373 -2.978 0.082
H 0.617 3.517 -1.647 0.082
H 1.052 2.650 -3.127 0.077
```

No. 2
The following is a DFT calculation (ωB97M-V/def2-TZVPD) of C12H26Br8O4 as an isolated structure in a non-equilibrium geometry.

Properties
energy relative to the best compared isomer or geometry (same formula, charge and spin)	20.9	kcal per mole
gap between HOMO and LUMO	9.044	eV

The geometry in XYZ format:
```
50
Properties=species:S:1:pos:R:3:lowdin_charge:R:1
C -12.055 -6.998 10.399 -0.129
O -12.446 -7.952 11.351 -0.215
C -11.601 -8.145 12.390 -0.263
C -11.973 -9.380 13.078 -0.231
O -13.257 -9.210 13.664 -0.214
C -13.560 -9.956 14.860 -0.056
H -11.861 -6.011 10.815 0.093
H -12.847 -7.005 9.614 0.105
H -11.130 -7.129 9.872 0.059
H -11.684 -7.466 13.238 0.135
H -10.524 -8.017 12.054 0.154
H -11.262 -9.615 13.844 0.113
H -11.926 -10.245 12.389 0.097
H -13.746 -11.020 14.683 0.085
H -14.430 -9.459 15.246 0.079
H -12.604 -9.929 15.445 0.098
C -16.038 -7.191 13.322 -0.102
O -16.967 -7.689 12.392 -0.212
C -16.328 -8.105 11.193 -0.184
C -17.356 -8.016 10.039 -0.233
O -18.000 -6.817 9.847 -0.153
C -19.090 -6.614 10.717 -0.102
H -15.875 -6.108 13.120 0.103
H -15.084 -7.736 13.329 0.069
H -16.512 -7.279 14.301 0.087
H -15.901 -9.112 11.328 0.126
H -15.500 -7.465 11.010 0.102
H -18.157 -8.796 10.175 0.139
H -16.788 -8.332 9.198 0.053
H -19.830 -7.453 10.735 0.097
H -19.560 -5.738 10.407 0.064
H -18.735 -6.632 11.790 0.097
C -13.398 -10.272 9.602 -1.577
Br -14.655 -10.058 8.204 0.656
Br -11.661 -10.035 8.844 0.642
Br -13.542 -12.023 10.527 0.576
H -13.584 -9.481 10.269 -0.078
C -10.946 -9.218 4.924 -1.642
Br -10.337 -7.451 4.363 0.544
Br -9.504 -10.350 5.427 0.556
Br -12.044 -10.048 3.541 0.547
H -11.578 -8.996 5.813 -0.045
Br -9.296 -12.872 12.919 0.567
C -8.556 -11.649 11.532 -0.636
C -8.858 -12.307 10.157 -0.764
Br -7.902 -11.415 8.786 0.643
H -7.454 -11.706 11.614 0.053
H -9.078 -10.642 11.522 0.070
H -9.962 -12.293 9.828 0.047
H -8.496 -13.236 10.042 -0.018
```

No. 3
The following is a DFT calculation (ωB97M-V/def2-TZVPD) of C43H37As2N7O2SSeTi as an isolated structure in a non-equilibrium geometry.

Properties
energy relative to the best compared isomer or geometry (same formula, charge and spin)	18.4	kcal per mole
gap between HOMO and LUMO	6.446	eV
charge	+2

The geometry in XYZ format:
```
94
Properties=species:S:1:pos:R:3:lowdin_charge:R:1
Ti -21.369 11.032 -2.704 0.748
Se -28.178 14.700 -2.491 1.227
N -26.641 15.063 -1.813 -0.231
C -25.862 14.046 -2.056 -0.349
C -24.456 13.983 -1.775 -0.033
C -23.734 15.096 -1.262 0.072
C -22.377 15.009 -1.217 0.010
C -21.706 13.856 -1.622 -0.101
N -22.380 12.846 -2.087 0.001
C -23.727 12.857 -2.127 -0.135
C -24.330 11.719 -2.697 -0.185
N -23.571 10.654 -2.913 0.044
C -24.128 9.453 -3.264 -0.106
C -25.477 9.285 -3.383 0.001
C -26.280 10.438 -3.267 0.088
C -25.678 11.678 -2.917 -0.045
C -26.473 12.880 -2.638 -0.306
N -27.762 13.010 -2.936 -0.189
H -24.207 15.974 -0.939 0.120
H -21.809 15.892 -0.938 0.134
H -20.622 13.691 -1.449 0.146
H -23.492 8.618 -3.406 0.065
H -25.954 8.310 -3.583 0.138
H -27.344 10.382 -3.370 0.125
C -19.134 9.421 -5.246 -0.212
As -21.093 9.414 -4.842 1.186
C -22.054 9.955 -6.436 -0.229
C -21.385 7.504 -4.501 -0.409
C -21.710 6.499 -5.422 -0.060
C -21.853 5.186 -4.969 -0.050
C -21.802 4.899 -3.625 -0.057
C -21.648 5.916 -2.713 -0.103
C -21.402 7.190 -3.171 -0.430
As -21.031 8.561 -1.743 1.188
C -19.157 8.121 -1.241 -0.197
C -22.134 7.992 -0.186 -0.213
H -18.716 9.210 -4.203 0.024
H -18.637 10.342 -5.602 0.047
H -18.935 8.517 -5.794 0.028
H -21.635 9.559 -7.315 0.030
H -21.989 11.024 -6.474 -0.026
H -23.097 9.649 -6.397 0.052
H -21.833 6.781 -6.455 0.109
H -22.098 4.406 -5.723 0.136
H -22.069 3.904 -3.274 0.126
H -21.730 5.707 -1.636 0.106
H -19.064 7.144 -0.860 0.032
H -19.020 8.846 -0.454 0.014
H -18.537 8.272 -2.116 0.024
H -21.920 6.961 0.144 0.044
H -23.199 8.113 -0.403 0.041
H -21.860 8.610 0.662 0.022
C -19.064 14.738 -10.577 -0.029
C -19.577 14.469 -9.178 -0.277
C -19.584 13.202 -8.706 -0.026
C -20.258 12.869 -7.498 -0.034
C -20.721 13.877 -6.681 -0.341
C -20.642 15.189 -7.049 -0.033
C -20.105 15.463 -8.339 0.011
S -21.474 13.494 -5.172 0.629
O -22.844 13.062 -5.360 -0.282
O -21.307 14.728 -4.419 -0.302
N -20.681 12.273 -4.392 -0.208
C -19.468 12.472 -3.764 -0.418
C -18.517 13.475 -3.954 0.010
C -17.361 13.365 -3.305 -0.030
C -17.097 12.311 -2.429 -0.018
C -18.122 11.422 -2.184 -0.091
N -19.302 11.528 -2.838 -0.027
H -18.927 15.843 -10.756 0.101
H -19.739 14.263 -11.292 0.093
H -18.039 14.355 -10.652 0.088
H -19.162 12.425 -9.308 0.118
H -20.355 11.825 -7.162 0.085
H -20.957 16.022 -6.401 0.131
H -20.153 16.526 -8.654 0.131
H -18.689 14.320 -4.570 0.118
H -16.605 14.152 -3.447 0.143
H -16.153 12.143 -1.902 0.127
H -18.040 10.543 -1.528 0.105
N -18.723 13.895 6.483 0.177
C -19.090 13.322 5.535 -0.149
C -19.560 12.710 4.293 -0.185
C -20.926 12.557 4.025 0.000
C -21.286 12.088 2.772 -0.034
C -20.417 11.726 1.779 -0.245
C -19.033 11.834 2.068 -0.012
C -18.623 12.327 3.290 -0.009
C -20.854 11.286 0.494 -0.072
C -21.125 11.103 -0.668 -0.180
H -21.619 12.847 4.739 0.105
H -22.384 11.994 2.695 0.133
H -18.262 11.562 1.309 0.125
H -17.615 12.459 3.578 0.111
```

No. 4
The following is a DFT calculation (ωB97M-V/def2-TZVPD) of NO11S2Sr3 as an isolated structure in a non-equilibrium geometry.

Properties
gap between HOMO and LUMO	1.519	eV
charge	+1

The geometry in XYZ format:
```
17
Properties=species:S:1:pos:R:3:lowdin_charge:R:1
Sr -4.729 -0.407 0.586 1.533
Sr 3.478 4.757 -2.410 0.900
Sr 1.174 1.019 4.991 1.438
N -0.062 0.414 -0.757 -0.640
O -0.496 -0.419 -1.602 -0.059
O -0.301 0.306 0.525 -0.218
O 0.313 1.506 -1.024 -0.053
S -3.170 -1.633 6.268 0.144
O -3.790 -3.004 6.183 -0.306
O -3.087 -0.842 4.991 -0.440
O -4.026 -0.876 7.144 -0.278
O -1.854 -1.594 6.715 -0.346
S 3.280 0.092 -6.288 0.217
O 2.006 -0.114 -7.041 -0.261
O 3.145 1.240 -5.454 -0.215
O 3.769 -1.054 -5.609 -0.255
O 4.352 0.609 -7.218 -0.160
```

No. 5
The following is a DFT calculation (ωB97M-V/def2-TZVPD) of one molecule with the formula C2H5OP in a non-equilibrium geometry.

Properties
SMILES string	O=CCP
energy relative to the best compared isomer or geometry (same formula, charge and spin)	67.7	kcal per mole
gap between HOMO and LUMO	9.822	eV

The geometry in XYZ format:
```
9
Properties=species:S:1:pos:R:3:lowdin_charge:R:1
C -1.407 0.132 -0.129 -0.426
C -0.137 -0.431 -0.102 -0.550
O -2.421 0.046 -0.753 0.075
P 1.395 0.526 -0.196 0.790
H -0.156 -1.233 -1.009 0.141
H -0.971 1.292 0.089 0.120
H 0.277 -0.949 0.827 0.088
H 2.256 -0.420 0.240 -0.124
H 1.165 1.036 1.032 -0.113
```

No. 6
The following is a DFT calculation (ωB97M-V/def2-TZVPD) of one molecule with the formula C2H7N3 in a non-equilibrium geometry.

Properties
SMILES string	[H]/N=C/NNC
energy relative to the best compared isomer or geometry (same formula, charge and spin)	51.1	kcal per mole
gap between HOMO and LUMO	9.773	eV

The geometry in XYZ format:
```
12
Properties=species:S:1:pos:R:3:lowdin_charge:R:1
C 1.137 1.163 0.395 -0.142
C -0.627 -1.041 -0.603 -0.350
H 1.542 1.723 1.248 0.054
H 1.161 1.935 -0.480 0.104
H 1.916 0.234 0.275 0.105
H -0.156 0.249 1.851 0.153
H -1.974 0.363 -0.082 0.132
H 0.289 -1.382 -0.137 0.106
H -0.781 -2.467 -1.862 0.028
N -0.216 0.785 0.896 -0.154
N -1.046 0.028 0.095 -0.086
N -1.244 -1.589 -1.596 0.050
```

No. 7
The following is a DFT calculation (ωB97M-V/def2-TZVPD) of C28H34HgN3O2P as an isolated structure in a non-equilibrium geometry.

Properties
energy relative to the best compared isomer or geometry (same formula, charge and spin)	0.0	kcal per mole
gap between HOMO and LUMO	7.831	eV

The geometry in XYZ format:
```
69
Properties=species:S:1:pos:R:3:lowdin_charge:R:1
C 3.430 -4.143 -1.462 -0.086
C 3.388 -2.801 -1.101 -0.065
C 2.155 -2.142 -0.931 -0.276
C 0.975 -2.878 -1.025 -0.261
C 1.013 -4.188 -1.525 -0.349
C 2.243 -4.840 -1.679 -0.065
C 2.197 -0.662 -0.683 -0.157
C 3.101 0.082 -1.714 -0.194
N 2.505 0.323 -2.994 -0.295
Hg -0.906 -2.130 -0.277 0.895
C -0.265 -4.870 -1.986 -0.322
P -1.477 -3.554 -2.406 0.743
H 4.317 -2.240 -0.957 0.110
H 2.258 -5.889 -1.981 0.108
H 4.397 -4.631 -1.590 0.102
H -0.719 -5.488 -1.195 0.091
H -0.116 -5.500 -2.876 0.091
H 1.190 -0.223 -0.674 0.063
H 2.621 -0.450 0.313 0.119
H 3.344 1.067 -1.284 0.121
C -3.081 -4.373 -2.628 -0.291
C -0.901 -2.997 -4.034 -0.271
H 4.039 -0.474 -1.895 0.106
C 2.586 -0.639 -4.054 -0.092
C 1.559 1.392 -3.135 -0.092
H -2.785 -1.405 1.278 -0.024
H 3.111 -0.206 -4.925 0.080
H 3.133 -1.533 -3.722 0.084
H 1.579 -0.939 -4.397 0.063
H 2.018 2.246 -3.658 0.079
H 0.686 1.066 -3.722 0.078
H 1.239 1.740 -2.144 0.079
H -1.037 -3.788 -4.785 0.047
H -1.481 -2.112 -4.325 0.042
H 0.158 -2.716 -3.999 0.025
H -2.965 -5.386 -3.044 0.042
H -3.579 -4.431 -1.647 0.035
H -3.710 -3.766 -3.298 0.044
H -2.524 -2.106 0.378 -0.057
O -2.910 -0.756 2.102 0.047
C -1.956 0.129 2.073 -0.462
N -1.877 1.080 3.033 0.163
C -0.965 2.107 2.589 -0.287
C -0.196 1.294 1.528 -0.413
O 0.929 1.566 1.101 0.065
N -0.968 0.200 1.178 0.130
C -1.784 3.205 1.904 -0.161
C -1.398 3.727 0.671 -0.008
C -2.289 4.531 -0.051 -0.066
C -3.540 4.852 0.486 -0.088
C -3.872 4.423 1.777 -0.074
C -2.969 3.641 2.506 -0.042
C -0.122 2.563 3.758 -0.142
C -0.166 3.874 4.239 -0.017
C 0.489 4.193 5.435 -0.079
C 1.216 3.225 6.125 -0.092
C 1.316 1.933 5.600 -0.072
C 0.650 1.600 4.414 -0.017
H -2.646 1.210 3.684 0.164
H -0.406 3.500 0.273 0.118
H -1.994 4.903 -1.031 0.104
H -4.247 5.461 -0.083 0.103
H -4.828 4.689 2.236 0.105
H -3.198 3.363 3.539 0.119
H -0.724 4.635 3.693 0.114
H 0.419 5.210 5.821 0.103
H 1.708 3.470 7.072 0.104
H 1.908 1.170 6.106 0.104
H 0.727 0.588 4.006 0.127
```

No. 8
The following is a DFT calculation (ωB97M-V/def2-TZVPD) of an isolated ion of composition C6H14NO and charge +2 in a non-equilibrium geometry.

Properties
energy relative to the best compared isomer or geometry (same formula, charge and spin)	9.4	kcal per mole
multiplicity	2
gap between HOMO and LUMO (spin up / spin down)	9.410 / 5.989	eV
charge	+2
<S²>	0.752

The geometry in XYZ format:
```
22
Properties=species:S:1:pos:R:3:lowdin_charge:R:1
C -0.979 -1.630 -1.424 -0.211
O -1.951 -2.463 -0.867 -0.007
C -0.521 -0.672 -0.321 -0.172
C 0.237 0.599 -0.750 -0.061
C 0.595 1.510 0.375 -0.175
C 1.866 2.129 0.430 0.310
C -0.373 1.865 1.418 0.019
N 0.549 -1.566 0.451 0.228
H -0.150 -2.270 -1.736 0.142
H -1.278 -1.066 -2.309 0.151
H -2.782 -2.473 -1.357 0.130
H -1.266 -0.644 0.467 0.155
H -0.440 1.145 -1.379 0.167
H 1.090 0.296 -1.343 0.146
H 2.732 1.793 -0.132 0.124
H 2.062 2.908 1.161 0.128
H -0.463 2.952 1.485 0.141
H 0.060 1.499 2.371 0.149
H -1.378 1.447 1.386 0.111
H 0.752 -1.205 1.391 0.169
H 0.145 -2.496 0.613 0.178
H 1.495 -1.656 0.070 0.178
```